Record 1
C2H7N3OS | wB97M-V/def2-TZVPD

```
14
Properties=species:S:1:pos:R:3:forces:R:3:lowdin_charge:R:1
C -1.12971 1.98094 -0.57541 -0.1 2.9 0.2 -0.152
C -0.07315 -0.02141 -0.17914 0.1 -1.3 1.3 -0.527
H -1.66749 2.34934 -1.72777 1.9 -0.4 3.9 0.152
H -1.78619 2.38244 0.45443 1.7 -1.3 -3.3 0.131
H 0.15231 2.26005 -0.21257 -4.2 -0.4 -1.8 0.152
H -0.90688 -1.45088 -1.39502 2.3 -0.6 3.1 0.192
H -0.84204 -2.62244 1.20798 3.9 1.0 -2.9 0.172
H 1.16671 -2.25302 0.70450 -4.2 -1.4 -0.5 0.004
H 3.47100 0.56544 0.85846 -3.2 -2.4 0.7 0.035
N -0.14448 -1.40227 -0.56040 -1.5 1.3 -1.0 -0.128
N 0.06396 -2.52252 0.36579 0.1 1.5 1.6 -0.110
N 0.80108 0.64912 0.60711 -1.2 -3.4 -1.6 -0.340
O -1.19073 0.56618 -0.72864 2.2 0.6 1.3 -0.167
S 2.08563 -0.48096 1.18067 2.3 3.8 -1.0 0.587
```
Positions in Å, forces in eV/Å.

Values from the calculation:
Kohn-Sham gap = 0.3220 hartree
HOMO level = -8.85 eV
ΔE to the lowest compared entry with this formula, charge and spin = 646.1 kJ/mol
spin multiplicity = 1
F_max = 4.9 eV Å⁻¹
lowest unoccupied orbital energy = -0.1 eV



Record 2
C4H6NO3S | wB97M-V/def2-TZVPD

```
15
Properties=species:S:1:pos:R:3:forces:R:3:lowdin_charge:R:1
C -1.07436 -0.24125 -1.08331 -2.8 -2.0 -2.8 -0.300
C -0.75141 1.20639 -1.37879 -2.2 -1.2 -0.1 -0.541
C 1.11258 -0.66323 -0.63914 1.1 -2.0 -0.7 -0.280
C 0.97452 0.65916 0.02307 1.8 0.3 3.1 -0.205
N -0.16566 -1.18024 -1.06941 -0.9 0.8 0.1 -0.052
O -1.46491 0.79165 2.16826 0.2 1.2 1.0 -0.848
O -1.43922 1.87243 -2.12190 0.6 0.1 0.3 0.078
O 0.35220 1.61457 -0.83763 1.5 1.0 0.6 0.044
S -2.08490 -0.27741 1.28439 0.3 -0.7 -0.7 0.596
H -2.12047 -0.55908 -1.61536 2.5 0.9 1.6 0.144
H 1.71011 -0.56518 -1.58269 0.1 -0.1 0.7 0.113
H 1.60464 -1.50414 0.01595 -0.6 1.9 -0.9 0.138
H 0.41650 0.52486 1.02539 0.4 0.7 -1.6 0.105
H 2.00451 1.09181 0.30700 -1.5 -0.5 -0.6 0.141
H -1.02848 -1.13520 1.14455 -0.5 -0.3 0.0 -0.131
```
Positions in Å, forces in eV/Å.

Values from the calculation:
Kohn-Sham gap (spin up / spin down) = 0.2292 / 0.2291 hartree
charge = -1
HOMO level (spin up / spin down) = -2.43 / -2.43 eV
ΔE to the lowest compared entry with this formula, charge and spin = 340.5 kJ/mol
spin multiplicity = 1
F_max = 4.4 eV Å⁻¹
lowest unoccupied orbital energy (spin up / spin down) = 3.8 / 3.8 eV



Record 3
C20H43O2P3Rh | wB97M-V/def2-TZVPD

```
69
Properties=species:S:1:pos:R:3:forces:R:3:lowdin_spin:R:1
Rh -0.17962 -0.15142 0.01411 1.4 0.8 -0.4 1.314
P -0.75972 -0.93283 2.05397 -1.3 -1.8 2.9 0.137
P 1.47681 -1.78715 -0.50739 0.2 -1.7 -1.1 0.064
P -1.84232 1.50113 -0.30453 -1.9 0.3 -1.0 0.075
H -0.24855 -1.09524 -9.68075 0.0 0.3 0.1 0.015
C -0.49109 -0.02711 -9.65404 -2.8 -2.8 0.0 0.466
C 0.46477 0.91224 -9.75904 2.8 2.8 -0.6 0.461
H 1.52110 0.64441 -9.87101 -0.3 0.1 0.1 0.015
C -2.15354 -2.08181 1.81674 -0.2 -0.1 -0.2 0.004
C 0.32260 -2.11604 3.04565 0.2 0.5 0.0 0.044
C -1.57668 0.23168 3.28305 0.3 0.0 -0.1 0.041
C 2.38147 -1.55136 -2.09044 -0.3 0.4 0.1 0.006
C 2.87813 -2.22849 0.59539 -0.2 0.5 0.3 0.019
C 0.62449 -3.39011 -0.77042 0.1 0.2 0.0 0.013
C -1.77667 2.53134 -1.83005 0.6 -0.3 0.0 0.006
C -2.22624 2.79496 0.94158 0.4 0.0 0.2 0.026
C -3.43794 0.62191 -0.50096 0.0 0.2 0.0 0.015
H -1.55182 0.24020 -9.59478 0.3 -0.1 0.0 0.015
H 0.21995 1.97967 -9.78617 0.1 -0.3 0.1 0.016
H -2.43507 -2.50514 2.77779 0.0 0.0 0.1 0.000
H -1.87910 -2.89819 1.15739 0.1 -0.1 -0.1 0.001
H -3.03135 -1.59962 1.39741 0.0 0.1 -0.1 0.000
H -0.15984 -2.30775 4.01050 -0.2 -0.1 -0.3 0.006
H 1.29640 -1.66559 3.24490 -0.4 -0.3 -0.2 0.001
H 0.50008 -3.06093 2.52111 -0.4 0.2 0.0 0.000
H -2.60539 -0.06826 3.53846 0.4 -0.2 -0.3 0.004
H -1.63639 1.22750 2.83925 0.2 -0.1 0.2 0.002
H -1.01586 0.29698 4.21936 -0.1 0.0 -0.2 0.002
H 3.20783 -2.26648 -2.18385 -0.3 0.1 0.2 0.001
H 2.77292 -0.52789 -2.09476 0.1 -0.2 -0.1 0.001
H 1.69728 -1.66879 -2.93867 0.2 0.0 0.2 0.002
H 3.02312 -3.31482 0.60426 -0.2 0.2 -0.1 0.002
H 2.69869 -1.86950 1.60805 0.1 -0.1 -0.1 0.000
H 3.78755 -1.75512 0.21283 -0.2 0.0 0.1 0.001
H 1.33442 -4.10116 -1.20951 -0.2 0.0 0.2 0.003
H -0.21441 -3.23743 -1.45838 0.2 -0.1 0.2 0.003
H 0.24906 -3.77369 0.18591 0.1 0.0 -0.3 0.000
H -2.47134 3.37902 -1.78036 0.1 -0.3 0.2 0.000
H -2.02036 1.91851 -2.70487 0.0 0.1 0.2 0.002
H -0.74912 2.89753 -1.93128 -0.3 0.1 -0.1 0.001
H -2.74250 3.61966 0.43517 0.1 -0.3 0.1 0.003
H -1.30484 3.19158 1.38083 -0.2 0.0 0.0 0.000
H -2.88289 2.40030 1.72294 0.2 0.1 -0.1 0.000
H -4.16145 1.30056 -0.96763 0.0 -0.2 0.2 0.003
H -3.80525 0.29660 0.47937 0.0 0.0 -0.3 0.000
H -3.28418 -0.24893 -1.14809 -0.1 0.2 0.2 0.004
C 0.14728 0.49135 -3.17067 0.8 0.5 1.7 0.090
C -0.73151 -0.59764 -3.46753 -0.5 -0.4 -0.4 0.160
C -1.19388 -0.79593 -4.75683 0.0 -0.3 0.8 -0.002
C -0.80565 0.08029 -5.77691 0.2 0.1 -0.1 0.221
C 0.04194 1.16887 -5.51173 0.3 0.3 0.2 -0.006
C 0.52253 1.37973 -4.23204 0.0 0.2 -0.4 0.167
O 0.60883 0.73263 -1.97554 -0.6 -0.1 -2.2 0.432
H -1.15957 -1.13643 -0.76398 0.2 0.2 0.2 0.054
H -1.05092 -1.25200 -2.65553 0.2 0.2 -0.3 0.019
H -1.85253 -1.64930 -4.94160 0.2 0.4 -0.1 -0.003
H -1.15745 -0.08677 -6.79252 -0.1 0.0 0.2 0.016
H 0.32468 1.85345 -6.31678 -0.1 -0.2 0.3 -0.004
H 1.15604 2.22333 -3.95350 -0.1 -0.2 -0.3 0.005
C 1.34482 2.54110 3.04960 0.1 -0.5 -0.2 0.001
C 1.42499 1.02843 3.30306 -0.1 0.6 -1.6 0.014
C 1.52972 0.50338 4.67045 0.0 -0.1 0.7 0.002
O 1.52903 0.24359 2.34588 0.1 1.6 0.4 0.038
H 1.68152 3.14068 3.88561 0.0 -0.1 0.3 0.000
H 0.36071 2.92847 2.74942 0.0 -0.5 0.3 0.000
H 1.99103 2.74836 2.20689 0.2 0.0 -0.2 0.000
H 1.02436 -0.47884 4.74602 0.4 0.7 0.2 0.001
H 2.62657 0.32017 4.70603 -0.5 0.1 0.7 0.001
H 1.17284 1.22325 5.44037 0.5 -0.6 -0.4 0.001
```
Positions in Å, forces in eV/Å.

Values from the calculation:
Kohn-Sham gap (spin up / spin down) = 0.1772 / 0.1151 hartree
charge = +3
HOMO level (spin up / spin down) = -14.35 / -17.01 eV
ΔE to the lowest compared entry with this formula, charge and spin = 0.0 kJ/mol
spin multiplicity = 5
⟨S²⟩ = 6.05
F_max = 4.0 eV Å⁻¹
lowest unoccupied orbital energy (spin up / spin down) = -9.5 / -13.9 eV



Record 4
C7H23NO5 | wB97M-V/def2-TZVPD

```
36
Properties=species:S:1:pos:R:3:forces:R:3:lowdin_charge:R:1
C 1.04545 1.02713 -3.53709 -1.4 -0.6 -1.8 -0.009
C -0.15456 0.70220 -3.04899 1.0 0.0 0.7 -0.187
C -0.88182 1.52816 -2.06746 -0.9 2.7 2.1 -0.195
N -1.17580 0.90171 -0.71175 0.7 -0.5 -2.4 -0.026
C -0.09382 0.11236 -0.27555 -1.6 -0.4 2.1 -0.179
C 0.01419 -0.11317 1.05427 1.3 -1.5 -1.8 -0.129
C 0.75505 -1.28762 1.63714 0.7 -0.1 1.0 -0.246
C 2.05856 -0.90641 2.33314 -0.1 -0.3 0.6 -0.113
H 1.44969 2.02239 -3.56680 0.3 0.2 0.6 0.079
H 1.42391 0.30854 -4.26906 0.4 0.4 0.3 0.077
H -0.49294 -0.30391 -3.26353 -0.4 0.0 0.0 0.104
H -1.80834 2.01823 -2.45521 0.4 -0.9 0.1 0.125
H -0.30072 2.42093 -1.71826 0.2 -0.5 -1.1 0.119
H -1.35118 1.64001 -0.04149 -0.2 0.0 -0.3 0.082
H 0.38148 -0.50491 -1.03504 0.2 0.4 0.5 0.079
H -0.54393 0.48678 1.72375 -0.6 0.4 0.7 0.060
H 0.20573 -1.71204 2.49511 -0.6 -0.1 -0.7 0.099
H 0.95067 -2.08667 0.91394 -0.3 0.2 0.0 0.110
H 1.82320 -0.15645 3.09739 0.6 0.6 -0.6 0.080
H 2.86841 -0.78185 1.65056 0.4 1.5 -0.7 0.062
H 2.52219 -1.68182 2.91765 -0.5 -1.1 0.5 0.058
O -0.50860 -2.72141 -1.49804 -0.3 0.0 -0.1 -0.044
H -1.44203 -2.80630 -1.26646 0.1 -0.3 0.1 0.045
H -0.43167 -1.77584 -1.65063 0.0 -0.2 -0.1 -0.027
O -1.90601 0.34286 3.85602 -0.3 -0.7 -0.3 -0.052
H -1.50548 -0.52509 3.70169 0.4 0.2 0.2 0.025
H -2.83198 0.12520 3.68445 -0.1 0.5 0.2 0.040
O 2.97167 -0.14376 -1.89132 0.3 -0.2 0.2 -0.061
H 2.75589 -0.83206 -2.52802 0.1 0.0 0.0 0.036
H 2.14635 0.33937 -1.79487 0.0 0.1 0.1 -0.022
O -0.16139 3.00437 0.95111 -0.4 0.3 -0.6 -0.042
H -0.41385 2.33724 1.59487 0.5 0.3 0.4 0.018
H 0.54060 3.56233 1.29098 0.0 -0.2 0.4 0.056
O -2.77913 -1.80544 1.08600 -0.2 -0.4 -0.6 -0.048
H -2.91324 -1.57343 2.00662 0.3 0.3 -0.2 0.012
H -2.21654 -1.16164 0.62489 -0.1 0.1 0.7 0.012
```
Positions in Å, forces in eV/Å.

Values from the calculation:
Kohn-Sham gap = 0.3122 hartree
HOMO level = -8.16 eV
ΔE to the lowest compared entry with this formula, charge and spin = 290.7 kJ/mol
spin multiplicity = 1
F_max = 3.5 eV Å⁻¹
lowest unoccupied orbital energy = 0.3 eV



Record 5
C13H25N2NiO2S2SiTe | wB97M-V/def2-TZVPD

```
47
Properties=species:S:1:pos:R:3:forces:R:3:lowdin_spin:R:1
Ni -0.48516 0.07803 -0.20283 -0.1 0.3 0.0 1.454
C 0.77306 -0.78173 3.04652 0.0 0.0 -0.1 0.001
O 1.09015 -1.26033 1.74965 0.0 0.0 0.0 0.008
C 2.38108 -0.89610 1.32052 0.0 -0.1 0.0 0.001
C 2.47693 -1.26520 -0.14346 0.0 0.0 0.0 0.003
O 1.69623 -0.41567 -0.97073 -0.1 -0.2 0.0 0.036
C 2.40274 0.72336 -1.43389 0.0 0.0 0.0 0.004
H 1.42115 -1.24942 3.79730 0.0 0.0 0.0 0.000
H -0.26614 -1.04581 3.23486 0.0 0.0 0.0 0.000
H 0.87810 0.30524 3.08686 0.0 0.0 0.0 0.000
H 3.14361 -1.44578 1.89490 0.0 0.0 0.0 0.000
H 2.54599 0.17756 1.46890 0.0 0.0 0.0 0.001
H 2.08200 -2.27560 -0.27863 0.0 0.0 0.0 0.001
H 3.51823 -1.25466 -0.48637 0.0 0.0 0.1 0.001
H 2.74988 1.34547 -0.60447 0.0 0.0 0.0 0.000
H 1.70782 1.30278 -2.03541 0.0 0.0 0.0 0.003
H 3.25181 0.40410 -2.04869 0.0 0.0 0.0 0.000
S 0.40430 2.03770 0.75983 0.0 -0.1 0.0 0.083
C -0.72186 2.26593 2.05980 0.0 0.1 0.1 0.009
C -0.39961 3.30647 2.99895 0.0 0.0 -0.1 0.003
N -0.10336 4.14560 3.73030 0.0 0.0 0.0 0.003
C -1.85040 1.52899 2.24916 -0.1 0.1 0.1 0.009
S -2.38597 0.25616 1.19479 0.1 0.0 -0.1 0.078
C -2.69341 1.80894 3.37961 0.1 0.0 -0.1 0.003
N -3.37710 1.99917 4.28684 0.0 0.0 0.0 0.003
C -3.22189 -2.56713 -0.69313 0.0 0.0 0.0 0.001
Te -1.21524 -2.61154 -0.00586 0.0 -0.1 0.2 0.060
C -0.71793 -4.13965 -1.41942 0.0 0.0 0.0 0.013
H -3.22031 -2.56332 -1.77956 0.0 0.0 0.0 0.000
H -3.68785 -1.65849 -0.32240 0.0 0.0 0.0 0.000
H -3.74436 -3.44047 -0.31152 0.0 0.0 0.0 0.001
H -1.32804 -5.01354 -1.20640 0.0 -0.1 0.0 0.003
H 0.33232 -4.39701 -1.30427 0.0 0.0 0.0 0.000
H -0.89502 -3.78874 -2.43316 0.0 0.0 0.0 0.000
C -0.39025 -0.33486 -3.74121 0.0 0.0 0.0 0.034
Si -1.21343 0.68969 -2.35289 0.0 -0.1 0.1 0.126
C -0.89198 2.50383 -2.82404 0.0 0.0 -0.1 0.022
C -3.07799 0.50288 -2.66742 0.0 0.0 -0.1 0.022
H -0.83731 -0.12702 -4.71870 0.0 0.0 0.0 0.006
H -0.48765 -1.40576 -3.54415 0.0 0.0 0.0 0.000
H 0.67859 -0.12078 -3.81179 0.1 0.0 0.0 0.000
H -1.18925 2.67417 -3.86451 0.0 0.0 0.0 0.004
H 0.15374 2.79626 -2.71720 0.1 0.0 0.0 0.000
H -1.46964 3.17782 -2.18987 0.0 0.0 0.1 0.000
H -3.33431 0.93566 -3.64000 0.0 0.0 0.0 0.004
H -3.66750 1.00483 -1.89993 0.0 0.0 0.1 0.000
H -3.38311 -0.54275 -2.68277 0.0 -0.1 0.0 0.000
```
Positions in Å, forces in eV/Å.

Values from the calculation:
Kohn-Sham gap (spin up / spin down) = 0.2014 / 0.2296 hartree
charge = -1
HOMO level (spin up / spin down) = -3.42 / -4.19 eV
ΔE to the lowest compared entry with this formula, charge and spin = 0.0 kJ/mol
spin multiplicity = 3
⟨S²⟩ = 2.01
F_max = 0.4 eV Å⁻¹
lowest unoccupied orbital energy (spin up / spin down) = 2.1 / 2.1 eV